[1]
A cluster of 8 separate species, C3H23NO8 in total at a distorted geometry. Source: the OMol25 dataset; level of theory: ωB97M-V/def2-TZVPD.

Geometry as XYZ:
```
35
Properties=species:S:1:pos:R:3:forces:R:3:nbo_charge:R:1
C 2.382 -1.654 1.420 1.43 -5.73 1.43 -0.61
C 1.018 -2.013 0.809 -0.32 1.03 1.87 -0.23
N 0.021 -1.152 1.505 0.53 2.78 1.20 -0.68
C -1.301 -1.353 1.017 1.32 -0.53 -0.22 0.05
O -1.258 -1.018 -0.413 -2.80 2.26 1.55 -0.77
H 3.300 -1.827 0.820 -0.87 -0.31 -0.26 0.22
H 2.651 -2.230 2.425 -0.92 1.15 -1.89 0.20
H 2.445 -0.681 1.631 -0.21 3.93 0.92 0.21
H 1.082 -1.679 -0.179 -0.12 0.01 -2.02 0.19
H 0.560 -3.030 0.859 1.13 0.48 0.05 0.20
H 0.320 -0.054 1.498 -0.82 -3.47 -0.10 0.38
H -2.104 -0.894 1.628 0.58 0.53 -0.67 0.20
H -1.523 -2.405 1.077 0.01 -0.66 -0.09 0.16
H -1.835 -0.199 -0.341 0.94 -1.38 -1.21 0.46
O -1.733 -0.124 4.131 1.46 -0.83 -0.77 -0.97
H -1.578 -1.069 4.440 0.11 1.96 -0.93 0.48
H -0.989 0.134 3.482 -1.51 -1.16 1.72 0.49
O -1.142 -1.492 -3.008 -0.31 1.49 -1.83 -0.98
H -1.250 -1.956 -2.188 -0.35 0.47 0.76 0.49
H -1.531 -0.567 -2.985 0.64 -1.87 0.48 0.49
O 0.999 1.992 1.444 -2.79 -0.62 -3.71 -0.97
H 1.920 2.253 1.553 -0.02 -0.31 -0.90 0.51
H 0.762 1.821 0.350 1.94 1.04 5.01 0.47
O 1.527 -0.263 -2.703 2.53 1.42 1.67 -0.97
H 0.712 0.157 -2.842 -1.90 0.28 -0.64 0.49
H 1.553 -1.104 -3.094 -0.56 -1.50 -0.82 0.49
O -1.341 1.800 -2.910 -0.63 -0.37 -0.69 -0.98
H -1.326 1.815 -1.944 -0.39 0.41 -0.22 0.48
H -2.263 2.045 -3.154 1.04 -0.23 0.39 0.48
O -2.023 2.726 -0.474 -1.85 1.47 -1.98 -0.95
H -1.696 3.635 -0.488 0.22 -0.43 0.38 0.50
H -1.547 2.187 0.091 1.66 -0.99 2.30 0.47
O 2.976 1.283 0.004 -0.31 -0.18 -2.16 -0.96
H 2.395 0.662 -0.510 0.81 0.24 0.69 0.49
H 3.144 1.933 -0.712 0.28 -0.36 0.67 0.47
```
Positions in Å, forces in eV/Å.

## Properties
**SMILES**: CCNCO.O.O.O.O.O.O.O
**Multiplicity**: 1
**Charge**: 0
**E_LUMO**: -0.216 eV
**ΔE to the lowest compared entry with this formula, charge and spin**: 2.375 eV
**HOMO energy**: -9.099 eV
**Orbital gap**: 8.88 eV

[2]
A structure of composition C12H15Br6Cl3O9 at a distorted geometry. Source: the OMol25 dataset; level of theory: ωB97M-V/def2-TZVPD.

Geometry as XYZ:
```
45
Properties=species:S:1:pos:R:3:forces:R:3:nbo_charge:R:1
C -5.610 6.005 21.677 -0.85 -0.54 0.32 -0.46
Br -4.660 6.439 23.328 -0.34 -0.02 -0.78 0.09
Br -7.187 7.141 21.365 0.81 -0.32 0.23 0.06
Br -6.182 4.139 21.716 0.13 0.37 0.07 0.09
H -4.986 6.056 20.797 0.27 0.44 0.22 0.22
C -5.162 10.458 23.525 -0.30 0.78 -0.74 -0.45
Br -4.585 12.076 24.475 -0.15 -0.82 -0.43 0.10
Br -3.985 10.016 22.016 -0.35 0.10 0.85 0.08
Br -7.005 10.710 22.855 0.76 -0.09 0.49 0.05
H -5.200 9.627 24.214 0.15 -0.02 -0.01 0.22
C -5.676 13.998 19.658 0.02 0.35 0.02 -0.28
Cl -7.179 14.352 18.773 0.18 -0.15 0.30 0.01
Cl -5.399 12.275 19.851 -0.16 0.03 -0.12 0.03
Cl -5.619 14.815 21.236 -0.16 -0.15 -0.32 0.02
H -4.871 14.401 19.059 0.03 -0.01 0.02 0.23
C -9.560 10.847 18.910 0.66 -0.89 -0.04 -0.10
C -9.386 10.033 20.219 0.22 0.95 -0.99 -0.09
O -10.742 9.780 20.554 -0.18 0.18 1.13 -0.50
C -11.551 9.988 19.499 -0.51 -1.80 -0.31 0.98
O -12.686 9.603 19.447 0.31 0.71 0.34 -0.60
O -10.861 10.442 18.466 0.27 1.06 -0.39 -0.47
H -8.855 10.588 18.124 0.03 -0.08 0.07 0.21
H -9.486 11.915 19.082 -0.38 0.18 0.06 0.19
H -8.857 10.658 20.939 -0.45 -0.24 0.24 0.20
H -8.857 9.087 20.113 -0.05 -0.02 -0.20 0.19
C -17.134 9.811 18.145 -0.41 0.59 0.83 -0.10
C -15.657 10.200 18.236 -0.95 -0.55 0.70 -0.10
O -15.488 11.010 17.080 -0.16 0.20 -0.20 -0.49
C -16.709 11.489 16.682 0.29 -0.29 0.20 0.97
O -16.883 12.238 15.776 0.07 -0.13 0.39 -0.57
O -17.676 10.965 17.483 0.10 -0.21 -0.93 -0.50
H -17.665 9.816 19.099 0.40 -0.30 0.12 0.20
H -17.371 8.872 17.643 0.14 0.23 -0.44 0.19
H -14.979 9.354 18.276 0.17 0.12 -0.41 0.22
H -15.543 10.761 19.166 0.37 0.35 -0.26 0.18
C -12.555 7.573 23.548 -0.28 0.86 -0.25 -0.10
C -13.014 7.354 22.102 -1.01 0.91 0.52 -0.10
O -13.027 5.949 21.968 0.35 -0.21 -0.60 -0.48
C -12.324 5.387 22.959 -0.21 0.17 0.90 0.97
O -12.039 4.242 23.039 0.17 -0.28 -0.11 -0.57
O -12.051 6.305 23.938 0.26 0.12 -0.30 -0.49
H -13.375 7.908 24.189 -0.10 -0.57 0.09 0.18
H -11.843 8.399 23.614 0.54 -0.53 0.03 0.19
H -12.414 7.872 21.355 0.18 -0.41 -0.04 0.21
H -14.044 7.706 22.012 0.11 -0.04 -0.29 0.19
```
Positions in Å, forces in eV/Å.

## Properties
**Multiplicity**: 1
**Charge**: 0
**E_LUMO**: -0.669 eV
**ΔE to the lowest compared entry with this formula, charge and spin**: 0.000 eV
**HOMO energy**: -10.526 eV
**Orbital gap**: 9.86 eV

[3]
A structure of composition C76H87F5Ge2N3O3S4Ti at a distorted geometry. Source: the OMol25 dataset; level of theory: ωB97M-V/def2-TZVPD.

Geometry as XYZ:
```
181
Properties=species:S:1:pos:R:3:forces:R:3:lowdin_spin:R:1
Ti 0.605 1.732 0.931 -0.11 0.38 -1.47 0.11
C 2.691 1.549 0.039 0.51 -0.13 -0.22 0.00
C 3.509 0.838 1.018 0.35 0.20 -0.05 0.00
C 4.111 1.808 1.828 0.04 -0.46 0.01 0.00
C 3.765 3.082 1.285 -0.39 0.37 -0.20 0.00
C 2.963 2.959 0.167 0.27 0.19 0.01 0.00
C 2.917 4.007 -0.948 0.11 0.13 -0.03 0.00
C 2.923 5.444 -0.409 0.07 -0.20 0.05 0.00
C 4.230 3.809 -1.737 -0.01 0.02 0.01 0.00
C 1.782 3.876 -1.969 0.09 0.01 0.16 0.00
C 5.068 1.722 3.023 0.05 -0.05 0.07 0.00
C 5.220 3.109 3.678 0.02 -0.05 -0.08 0.00
C 6.459 1.289 2.532 -0.05 -0.01 0.09 0.00
C 4.603 0.773 4.143 0.10 0.04 -0.01 0.00
C 3.732 -0.665 0.816 -0.09 -0.15 0.04 0.00
C 4.062 -1.500 2.059 -0.03 0.04 -0.05 0.00
C 4.898 -0.832 -0.175 0.05 0.04 -0.01 0.00
C 2.488 -1.317 0.190 0.14 0.16 0.16 0.00
H 2.514 1.127 -0.939 -0.23 -0.08 0.36 0.00
H 4.108 4.032 1.667 0.03 -0.01 0.02 0.00
H 3.815 5.639 0.192 -0.01 0.04 -0.01 0.00
H 2.048 5.645 0.205 -0.09 0.03 0.05 0.00
H 2.916 6.147 -1.246 0.03 0.02 0.01 0.00
H 5.092 3.835 -1.068 0.01 0.01 -0.01 0.00
H 4.342 4.596 -2.489 0.01 -0.03 -0.04 0.00
H 4.221 2.843 -2.246 0.09 0.05 0.02 0.00
H 0.824 4.200 -1.579 -0.12 -0.03 0.10 0.00
H 1.672 2.853 -2.325 -0.10 0.05 0.16 0.00
H 2.012 4.510 -2.831 0.03 -0.03 0.01 0.00
H 5.743 3.808 3.025 -0.05 0.04 -0.01 0.00
H 5.799 3.021 4.600 0.04 -0.02 -0.02 0.00
H 4.245 3.534 3.926 0.01 0.05 -0.01 0.00
H 6.755 1.890 1.671 0.03 0.01 0.01 0.00
H 6.455 0.241 2.231 0.06 0.05 -0.03 0.00
H 7.210 1.415 3.319 -0.01 -0.03 0.02 0.00
H 3.531 0.864 4.309 -0.02 -0.05 0.05 0.00
H 5.124 1.007 5.076 -0.02 0.04 0.02 0.00
H 4.811 -0.266 3.916 -0.04 0.10 0.11 0.00
H 5.070 -1.308 2.425 -0.10 -0.02 -0.01 0.00
H 4.022 -2.560 1.795 0.01 -0.01 -0.05 0.00
H 3.333 -1.330 2.851 0.03 -0.02 0.02 0.00
H 5.834 -0.470 0.256 -0.01 0.00 -0.03 0.00
H 4.714 -0.273 -1.094 -0.03 0.02 -0.01 0.00
H 5.023 -1.887 -0.438 0.00 -0.02 0.02 0.00
H 1.593 -1.065 0.753 -0.13 -0.04 -0.05 0.00
H 2.584 -2.404 0.202 0.02 0.50 0.23 0.00
H 2.356 -1.009 -0.848 -0.11 0.07 -0.03 0.00
C 0.409 3.891 -5.795 -0.07 -0.04 0.05 0.00
C 0.627 2.464 -5.368 0.12 0.02 -0.06 0.00
C -0.261 1.468 -5.757 -0.03 -0.06 0.02 0.00
C -0.069 0.141 -5.400 0.07 0.04 0.03 0.00
C -0.970 -0.923 -5.964 -0.02 -0.02 0.09 0.00
C 1.017 -0.193 -4.573 0.02 0.15 -0.11 0.00
C 1.937 0.790 -4.206 0.01 -0.11 0.04 0.00
C 3.168 0.476 -3.395 -0.12 0.03 -0.13 0.00
C 1.731 2.103 -4.617 0.03 -0.04 -0.14 0.00
C 1.294 -1.630 -4.279 0.13 -0.04 -0.03 0.00
C 2.172 -2.260 -5.160 -0.09 -0.04 0.01 0.00
C 2.482 -3.599 -5.013 0.02 0.03 0.01 0.00
C 1.891 -4.316 -3.990 -0.06 -0.07 -0.06 0.00
C 1.001 -3.718 -3.095 0.16 -0.07 -0.08 0.00
C 0.728 -2.349 -3.215 -0.24 0.54 0.53 0.00
Ge -0.465 -1.399 -1.887 -0.15 -0.11 0.09 0.01
S -0.130 0.789 -1.220 0.13 -0.27 -0.17 0.13
S -2.561 -1.229 -2.556 0.25 0.26 0.25 0.11
Ge -2.540 -0.666 -0.122 -0.60 -1.00 -0.41 0.34
S -1.954 -0.039 2.343 -0.33 0.04 -0.12 0.39
S -0.946 -2.410 0.065 -0.16 0.41 -0.34 0.06
C -4.525 -1.028 0.328 0.60 0.25 -0.11 0.10
C -5.439 -0.125 -0.239 0.01 -0.12 0.01 0.01
C -6.789 -0.208 0.091 0.07 0.00 0.01 0.00
C -7.238 -1.169 0.982 -0.06 0.01 0.02 0.00
C -6.337 -2.059 1.542 0.02 -0.04 0.00 0.00
C -4.982 -1.998 1.222 0.00 -0.01 -0.06 0.02
C -4.066 -3.025 1.799 0.02 -0.15 0.03 0.01
C -3.650 -2.951 3.129 -0.03 0.08 -0.06 0.00
C -4.052 -1.805 4.026 0.00 -0.11 -0.02 0.00
C -2.848 -3.964 3.648 0.05 0.02 -0.03 0.00
C -2.462 -5.045 2.877 0.00 -0.06 0.09 0.00
C -1.584 -6.133 3.439 -0.02 0.13 -0.05 0.00
C -2.895 -5.111 1.556 -0.04 0.01 0.01 0.00
C -3.688 -4.120 1.001 -0.10 0.01 0.10 0.00
C -4.150 -4.230 -0.424 0.04 0.06 0.02 0.00
C -4.999 0.884 -1.248 -0.06 0.08 -0.13 0.01
C -5.216 0.652 -2.610 -0.04 0.05 0.13 0.00
C -5.906 -0.588 -3.123 0.13 0.06 0.04 0.00
C -4.753 1.583 -3.536 0.03 0.01 -0.02 0.00
C -4.074 2.724 -3.145 -0.04 -0.01 -0.04 0.00
C -3.549 3.708 -4.155 -0.01 -0.05 0.09 0.00
C -3.902 2.960 -1.786 0.00 -0.01 0.00 0.00
C -4.371 2.070 -0.833 -0.07 -0.01 0.02 0.01
C -4.264 2.413 0.630 0.04 -0.04 -0.08 0.01
C 0.408 -4.669 -2.105 -0.05 -0.20 0.05 0.00
C -0.817 -5.288 -2.385 0.15 -0.05 -0.01 0.00
C -1.636 -4.897 -3.582 -0.02 0.13 0.01 0.00
C -1.240 -6.339 -1.579 0.00 -0.03 0.01 0.00
C -0.485 -6.797 -0.510 0.02 0.00 -0.02 0.00
C -0.929 -7.982 0.307 0.08 0.06 -0.05 0.00
C 0.723 -6.166 -0.244 -0.05 0.01 0.02 0.00
C 1.186 -5.124 -1.035 0.04 0.07 0.03 0.00
C 2.555 -4.550 -0.766 -0.10 -0.17 -0.23 0.00
H 0.167 3.944 -6.858 0.00 0.04 0.00 0.00
H 1.295 4.499 -5.610 0.00 0.00 0.01 0.00
H -0.425 4.333 -5.245 0.02 0.03 -0.01 0.00
H -1.110 1.724 -6.383 0.00 0.00 -0.01 0.00
H -1.614 -0.511 -6.740 0.02 0.00 0.00 0.00
H -1.608 -1.342 -5.187 -0.07 -0.08 0.10 0.00
H -0.384 -1.742 -6.388 -0.04 0.01 -0.02 0.00
H 3.227 -0.577 -3.128 0.03 -0.01 0.03 0.00
H 3.170 1.066 -2.477 0.09 -0.09 -0.24 0.00
H 4.071 0.741 -3.950 0.02 -0.03 -0.01 0.00
H 2.458 2.856 -4.331 -0.05 -0.06 -0.13 0.00
H 2.599 -1.680 -5.970 0.01 0.01 0.01 0.00
H 3.169 -4.084 -5.695 0.00 0.00 0.00 0.00
H 2.103 -5.373 -3.876 -0.01 -0.01 0.01 0.00
H -7.484 0.486 -0.370 -0.01 0.00 0.01 0.00
H -8.291 -1.232 1.230 0.01 0.01 0.02 0.00
H -6.676 -2.823 2.233 -0.02 0.00 -0.01 0.00
H -4.567 -1.026 3.468 0.00 0.04 0.08 0.00
H -3.167 -1.364 4.490 -0.05 -0.01 0.04 0.00
H -4.710 -2.156 4.824 -0.03 0.02 0.01 0.00
H -2.521 -3.900 4.682 0.01 0.00 0.00 0.00
H -1.497 -6.050 4.522 0.02 -0.01 0.00 0.00
H -0.583 -6.063 3.007 0.02 -0.05 0.04 0.00
H -1.988 -7.117 3.198 0.03 -0.01 0.05 0.00
H -2.594 -5.952 0.943 -0.05 0.04 -0.01 0.00
H -3.889 -5.203 -0.840 0.00 -0.01 0.02 0.00
H -3.678 -3.461 -1.042 0.02 0.00 -0.04 0.00
H -5.231 -4.086 -0.497 -0.01 -0.02 -0.03 0.00
H -6.181 -1.262 -2.316 -0.03 -0.04 -0.02 0.00
H -5.234 -1.125 -3.794 -0.02 -0.02 -0.03 0.00
H -6.806 -0.322 -3.682 -0.01 -0.02 0.01 0.00
H -4.904 1.385 -4.593 0.03 0.01 0.00 0.00
H -3.614 3.305 -5.166 0.03 0.02 -0.01 0.00
H -2.506 3.948 -3.941 0.00 0.01 -0.04 0.00
H -4.120 4.639 -4.119 0.03 0.02 -0.03 0.00
H -3.390 3.859 -1.463 0.01 0.00 0.03 0.00
H -3.736 3.357 0.763 0.00 -0.01 0.02 0.00
H -3.732 1.645 1.190 0.00 0.01 0.07 0.01
H -5.259 2.497 1.075 0.00 0.03 0.02 0.00
H -1.013 -4.823 -4.476 -0.03 -0.01 -0.01 0.00
H -2.104 -3.923 -3.428 -0.04 0.09 0.00 0.00
H -2.427 -5.627 -3.763 0.02 0.00 0.00 0.00
H -2.176 -6.834 -1.815 -0.01 0.01 0.00 0.00
H -1.949 -8.272 0.053 -0.01 -0.02 0.03 0.00
H -0.885 -7.759 1.373 -0.01 -0.06 -0.05 0.00
H -0.276 -8.838 0.119 -0.03 -0.03 0.02 0.00
H 1.334 -6.513 0.585 0.01 0.02 0.00 0.00
H 2.793 -4.615 0.296 0.02 0.03 0.00 0.00
H 2.623 -3.511 -1.085 0.04 -0.35 -0.12 0.00
H 3.315 -5.113 -1.316 0.03 -0.01 0.00 0.00
O -0.703 2.190 2.423 -0.28 -0.17 0.06 0.19
N -1.096 1.186 1.649 -0.38 -0.14 0.88 0.38
F -0.442 8.039 3.375 -0.01 0.07 0.07 0.00
C -0.345 6.915 2.658 -0.08 -0.12 -0.07 0.00
C -1.106 6.739 1.517 0.08 0.04 0.12 0.00
F -1.956 7.699 1.144 -0.04 0.08 -0.08 0.00
C -1.007 5.581 0.771 0.09 -0.52 -0.30 0.00
F -1.772 5.462 -0.321 -0.01 0.05 -0.05 0.00
C -0.147 4.522 1.110 -0.09 1.01 0.81 0.00
O -0.020 3.447 0.389 0.36 -0.05 -0.36 0.00
C 0.574 4.741 2.302 -0.22 -0.30 -0.40 0.00
F 1.376 3.755 2.738 0.18 -0.02 0.18 0.00
C 0.489 5.888 3.057 -0.08 0.10 -0.03 0.00
F 1.197 6.002 4.189 0.07 -0.01 0.03 0.00
N 1.343 0.631 2.623 -0.12 0.07 0.57 0.01
C 1.005 1.122 3.630 0.45 -0.59 0.34 0.01
N 0.732 1.525 4.842 -0.09 0.21 -0.23 0.00
C -0.657 1.526 5.328 -0.07 -0.14 0.18 0.01
C -0.609 1.276 6.824 0.07 0.00 -0.06 0.00
O 0.162 2.264 7.490 -0.02 0.04 -0.03 0.00
C 1.492 2.289 7.007 0.03 -0.06 -0.08 0.00
C 1.545 2.548 5.507 0.08 0.12 0.22 0.00
H -1.228 0.756 4.814 0.03 -0.03 -0.06 0.01
H -1.111 2.495 5.108 0.01 0.00 -0.02 0.00
H -0.177 0.282 7.009 -0.04 0.01 0.03 0.00
H -1.609 1.315 7.251 0.00 0.01 -0.01 0.00
H 1.990 1.336 7.232 0.00 0.01 -0.01 0.00
H 2.003 3.092 7.537 0.02 -0.01 0.00 0.00
H 2.570 2.503 5.151 0.00 -0.01 -0.04 0.00
H 1.134 3.538 5.291 0.00 -0.02 -0.06 0.00
```
Positions in Å, forces in eV/Å.

## Properties
**Multiplicity**: 3
**Charge**: -1
**E_LUMO (alpha / beta)**: 2.051 / 1.234 eV
**HOMO energy (alpha / beta)**: -3.971 / -4.923 eV
**Orbital gap (alpha / beta)**: 6.02 / 6.16 eV